Here is a 12-piece molecular cluster, C40H108N4O24 overall in a non-equilibrium geometry from OMol25. Energies are from ωB97M-V/def2-TZVPD.

The HOMO-LUMO gap is 8.41 eV. The SMILES is COCCNCCOC.COCCNCCOC.COCCNCCOC.COCCNCCOC.OCCO.OCCO.OCCO.OCCO.OCCO.OCCO.OCCO.OCCO. As for the energy relative to the best compared isomer or geometry (same formula, charge and spin): 149.41 kcal/mol. The value obtained for the HOMO energy is -8.48 eV. The calculation puts the maximum force at 3.14 eV Å⁻¹.

```
! wB97M-V def2-TZVPD RIJCOSX def2/J DEFGRID3
* xyz 0 1
C 0.0789 2.0192 1.2606
O -0.2977 3.3528 1.6103
C 0.7640 4.1621 2.1082
C 1.1917 4.0068 3.5438
N 2.1757 4.9692 4.0163
C 2.1061 5.0338 5.4792
C 2.8101 6.2913 6.0109
O 4.2147 6.2619 5.7530
C 4.8870 7.3270 6.3990
H -0.2755 1.4327 2.1086
H 1.1492 1.8185 1.1767
H -0.3864 1.6013 0.3662
H 0.3764 5.1544 1.8601
H 1.6901 4.1779 1.5122
H 1.3971 2.9507 3.7579
H 0.2343 4.1073 4.0749
H 3.1008 4.6116 3.8038
H 2.5619 4.1707 5.9772
H 1.0732 5.0954 5.8205
H 2.6425 6.3378 7.0913
H 2.3533 7.1794 5.5682
H 4.4887 8.2572 5.9720
H 5.9077 7.4244 6.0257
H 4.8451 7.2955 7.4861
C -1.2005 1.1290 -2.0771
O -1.1162 -0.0936 -2.8297
C -1.5359 -1.3176 -2.1557
C -0.4786 -1.5974 -1.1696
N -0.8231 -2.7976 -0.4137
C 0.2074 -3.3329 0.4790
C 0.5216 -2.4576 1.6740
O 1.7790 -2.7778 2.2495
C 1.7703 -2.5004 3.6581
H -1.4225 1.1626 -1.0118
H -1.7445 1.8977 -2.6296
H -0.1986 1.5664 -2.1697
H -1.4618 -2.0281 -2.9808
H -2.5820 -1.1926 -1.8743
H -0.2980 -0.7713 -0.4722
H 0.4758 -1.7938 -1.6632
H -1.7504 -2.9422 -0.0294
H 0.9888 -3.5650 -0.2574
H 0.0033 -4.3630 0.7888
H -0.3790 -2.5468 2.2945
H 0.5539 -1.3984 1.3964
H 2.6989 -2.7757 4.1474
H 0.8941 -3.0543 4.0100
H 1.5569 -1.4584 3.9164
C 0.9324 -4.4966 8.8592
O 0.7334 -4.3003 7.4805
C -0.4183 -3.5297 7.2165
C -0.6509 -3.4847 5.7044
N -0.8064 -4.8044 5.1328
C -0.9039 -4.7170 3.6732
C -1.2174 -6.0581 3.0051
O -0.1821 -7.0354 2.8324
C 1.0328 -6.5014 2.3437
H 1.0201 -3.5858 9.4618
H 1.9150 -4.9609 8.9636
H 0.1301 -5.1709 9.1760
H -0.3216 -2.4961 7.5730
H -1.2427 -3.9667 7.7947
H 0.2225 -2.9094 5.3501
H -1.4319 -2.7730 5.4214
H 0.1232 -5.2182 5.2215
H -0.1908 -4.1346 3.0743
H -1.8261 -4.1426 3.5052
H -1.4042 -5.7322 1.9709
H -2.0734 -6.6297 3.3484
H 0.8486 -5.7083 1.6148
H 1.6716 -7.2963 1.9637
H 1.6081 -6.0925 3.1834
C 4.1547 0.0309 -2.2379
O 3.7289 1.3801 -2.1976
C 3.2948 1.8768 -3.4813
C 3.2240 3.3694 -3.2977
N 4.5811 3.8794 -3.2472
C 4.7730 5.2726 -2.9126
C 6.2147 5.7573 -2.9655
O 6.0874 7.1418 -2.6189
C 7.3571 7.7950 -2.8338
H 4.3592 -0.2919 -1.2126
H 5.0824 -0.0771 -2.8000
H 3.2686 -0.5701 -2.4716
H 2.3318 1.3813 -3.6434
H 3.9489 1.6296 -4.3216
H 2.6867 3.5764 -2.3607
H 2.5120 3.7780 -4.0226
H 5.1775 3.2195 -2.7672
H 4.3135 5.6147 -1.9766
H 4.2092 5.6774 -3.7624
H 6.6352 5.5396 -3.9496
H 6.8090 5.3558 -2.1382
H 7.2879 8.8302 -2.5058
H 7.5189 7.7273 -3.9086
H 8.1642 7.3643 -2.2375
C 1.5499 -2.5266 -5.0933
C 0.4428 -3.1869 -5.8810
O 0.8032 -4.5463 -6.1704
O 2.7973 -2.7010 -5.7103
H 1.6025 -3.1625 -4.1906
H 1.2090 -1.5346 -4.7946
H 0.4550 -2.6538 -6.8410
H -0.5415 -3.2377 -5.4114
H 0.2780 -4.8317 -6.9226
H 2.6700 -3.3576 -6.4070
C -4.0827 -3.1454 0.3001
C -4.8413 -4.3468 -0.2531
O -4.5317 -4.4298 -1.6475
O -2.9201 -3.5380 1.0241
H -4.7644 -2.6413 0.9960
H -3.8807 -2.4388 -0.5087
H -5.9099 -4.1557 -0.1563
H -4.5637 -5.3069 0.1855
H -3.6348 -4.8156 -1.6465
H -2.7265 -2.8173 1.6352
C -0.4000 0.6254 -6.1542
C -1.3975 1.7291 -6.1653
O -1.2373 2.6751 -7.2319
O -0.4591 -0.1865 -7.3124
H -0.6235 -0.0112 -5.2899
H 0.6458 0.9257 -6.0152
H -1.1525 2.2870 -5.2520
H -2.3991 1.3010 -6.0787
H -1.8350 2.2754 -7.8779
H 0.2442 0.0563 -7.9170
C -4.8004 1.7129 -2.3768
C -5.2995 0.4063 -1.7602
O -6.6910 0.2279 -2.0696
O -5.7369 2.7820 -2.1339
H -4.8671 1.5254 -3.4545
H -3.7752 2.0002 -2.1427
H -5.1544 0.3422 -0.6848
H -4.7907 -0.3963 -2.2978
H -6.7820 -0.6604 -2.4205
H -5.2486 3.5773 -2.3642
C -2.8832 4.4437 -6.4279
C -3.8399 3.2698 -6.3520
O -4.8569 3.5029 -5.3943
O -1.9864 4.3710 -5.3244
H -3.5756 5.2908 -6.5042
H -2.3772 4.4292 -7.3988
H -3.2138 2.3889 -6.1769
H -4.3652 3.2493 -7.3074
H -4.4307 3.8401 -4.5984
H -1.7168 5.2830 -5.1662
C -0.1385 1.0431 5.2113
C 1.1158 1.0627 6.1055
O 2.1917 1.2821 5.2085
O -1.1183 0.0768 5.5347
H 0.1383 0.9513 4.1629
H -0.5599 2.0438 5.3546
H 1.2565 0.0383 6.4757
H 1.1246 1.6796 7.0047
H 3.0381 0.8970 5.4403
H -1.9591 0.4829 5.7575
C -1.5302 -6.8793 -3.0897
C -0.8508 -5.7896 -2.2661
O -1.8671 -4.8581 -1.9243
O -1.9535 -6.3403 -4.3557
H -2.3990 -7.3629 -2.6493
H -0.8195 -7.6962 -3.2610
H -0.0525 -5.3220 -2.8515
H -0.3848 -6.2672 -1.3971
H -1.5009 -4.1833 -1.2920
H -1.1413 -5.9995 -4.7499
C -3.1927 0.6692 1.5389
C -2.9262 -0.1020 2.8378
O -1.5430 -0.3862 2.8424
O -2.9953 -0.0634 0.3406
H -2.5669 1.5578 1.4457
H -4.2484 0.9519 1.5590
H -3.6144 -0.9602 2.8772
H -3.3959 0.4744 3.6461
H -1.3032 -0.3293 3.7905
H -2.0447 -0.1039 0.1833
*
```


Here is a 2-piece molecular cluster, C3H9OS overall in a non-equilibrium geometry from OMol25. Energies are from ωB97M-V/def2-TZVPD.

The HOMO-LUMO gap is 6.80 eV. As for the energy relative to the best compared isomer or geometry (same formula, charge and spin): 5.86 kcal/mol. The value obtained for the HOMO energy is -2.64 eV. The calculation puts the maximum force at 1.53 eV Å⁻¹.

```
! wB97M-V def2-TZVPD RIJCOSX def2/J DEFGRID3
* xyz -1 1
C -0.9030 -0.7773 -2.3018
C -1.3215 0.4525 -1.4639
C -0.7554 0.3353 -0.0214
S 1.0578 0.1972 0.0578
H -1.2146 -1.7148 -1.8384
H -1.2923 -0.7931 -3.3241
H 0.1872 -0.7378 -2.2895
H -2.4187 0.4341 -1.4483
H -0.9115 1.3862 -1.8435
H -1.0915 1.2425 0.4964
H -1.2160 -0.5156 0.4860
H 1.7891 -0.0891 3.1929
H 0.6148 -0.2245 2.2955
O 0.8565 -0.2437 3.2580
*
```


Here is one molecule with the formula C18H20N2O3S2 in a non-equilibrium geometry from OMol25. Energies are from ωB97M-V/def2-TZVPD.

The HOMO-LUMO gap is 7.97 eV. The SMILES is COCCn1c(SCC(=O)c2ccccc2)nc2c(c1=O)S[C@@H](C)C2. As for the energy relative to the best compared isomer or geometry (same formula, charge and spin): 19.42 kcal/mol. The value obtained for the HOMO energy is -7.76 eV. The calculation puts the maximum force at 1.01 eV Å⁻¹.

```
! wB97M-V def2-TZVPD RIJCOSX def2/J DEFGRID3
* xyz 0 1
C 2.4344 -0.3529 2.8354
H 3.3238 -0.3887 2.1960
O 2.3676 0.8648 3.5451
C 2.6476 2.0259 2.8096
C 1.4283 2.6654 2.1206
N 0.9699 1.9099 0.9698
C -0.1243 1.1197 1.0141
N -0.5636 0.4188 0.0068
C 0.1452 0.4466 -1.1353
C 1.2725 1.2061 -1.2710
C 1.7593 2.0298 -0.2015
O 2.7214 2.7668 -0.2111
S 2.0375 1.0766 -2.8332
C 0.9877 -0.3949 -3.2536
C 1.7899 -1.6625 -3.0074
H 2.7152 -1.6433 -3.5778
H 2.0341 -1.7521 -1.9507
H 1.2121 -2.5354 -3.3063
H 0.7365 -0.3019 -4.3103
C -0.2508 -0.3187 -2.3586
H -0.6050 -1.3161 -2.0988
H -1.0698 0.2108 -2.8544
S -1.0196 0.9704 2.5046
C -2.2059 -0.2745 1.9229
C -1.5020 -1.3325 1.0786
O -0.4813 -1.8615 1.4642
C -2.2729 -1.8651 -0.0784
C -3.1709 -1.1146 -0.8330
C -3.8387 -1.6945 -1.8959
C -3.6248 -3.0256 -2.2169
C -2.7257 -3.7771 -1.4782
C -2.0512 -3.1990 -0.4197
H -1.3421 -3.7674 0.1638
H -2.5494 -4.8125 -1.7288
H -4.1532 -3.4730 -3.0456
H -4.5294 -1.1045 -2.4802
H -3.3216 -0.0670 -0.6243
H -3.0126 0.2277 1.3969
H -2.5941 -0.7495 2.8254
H 1.7304 3.6515 1.7569
H 0.6082 2.7611 2.8335
H 3.4268 1.8424 2.0587
H 3.0243 2.7521 3.5363
H 2.5018 -1.1362 3.5885
H 1.5474 -0.5403 2.2236
*
```


Here is a 3-piece molecular cluster, C11H22NO4 overall from OMol25. Energies are from ωB97M-V/def2-TZVPD.

The HOMO-LUMO gap is 10.39 eV. As for the energy relative to the best compared isomer or geometry (same formula, charge and spin): 0.00 kcal/mol. The value obtained for the HOMO energy is -12.78 eV. The calculation puts the maximum force at 0.47 eV Å⁻¹.

```
! wB97M-V def2-TZVPD RIJCOSX def2/J DEFGRID3
* xyz 1 1
C 1.3922 0.2283 0.4527
C 0.3407 -0.6725 -0.1811
N -0.9364 -0.6362 0.6165
C -1.7102 0.6235 0.4255
H 2.3593 -0.2594 0.5337
H 1.5187 1.1204 -0.1573
H 1.0987 0.5958 1.4368
H 0.6441 -1.7119 -0.2807
H 0.0837 -0.3225 -1.1782
H -0.6941 -0.7164 1.6035
H -1.4881 -1.4604 0.3603
H -1.8588 0.7860 -0.6368
H -2.6634 0.5384 0.9379
H -1.1319 1.4463 0.8387
O 1.3837 3.3930 1.3651
C 2.4377 3.6515 0.8516
O 2.6272 3.5642 -0.4807
C 4.0118 3.8237 -0.8071
C 4.5532 4.6227 0.3733
C 3.7262 4.0654 1.5329
H 4.5183 2.8643 -0.9270
H 4.0447 4.3596 -1.7511
H 5.6280 4.5192 0.4974
H 4.3292 5.6805 0.2369
H 4.1797 3.1764 1.9751
H 3.5235 4.7924 2.3137
O -0.9379 -4.2736 -0.2810
C -2.0954 -4.0899 -0.5017
O -2.5930 -2.8149 -0.5442
C -4.0326 -2.8371 -0.7201
C -4.3199 -4.1995 -1.3432
C -3.2164 -5.0732 -0.7380
H -4.4993 -2.7221 0.2595
H -4.3170 -2.0002 -1.3521
H -5.3281 -4.5491 -1.1387
H -4.1939 -4.1444 -2.4242
H -3.5033 -5.4970 0.2258
H -2.8810 -5.8714 -1.3932
*
```


Here is C19H17F5FeN2O as an isolated structure in a non-equilibrium geometry from OMol25. Energies are from ωB97M-V/def2-TZVPD.

The HOMO-LUMO gap (spin up / spin down) is 6.18 / 6.52 eV. As for the energy relative to the best compared isomer or geometry (same formula, charge and spin): 0.00 kcal/mol. The value obtained for the HOMO energy (spin up / spin down) is -7.16 / -7.62 eV. Its expectation value of S² is 6.018. The calculation puts the maximum force at 2.19 eV Å⁻¹.

```
! wB97M-V def2-TZVPD RIJCOSX def2/J DEFGRID3
* xyz 0 5
C -3.2461 -0.6696 0.0421
C -3.8910 0.4662 -0.7421
H -2.7500 -1.4229 -0.5835
H -4.0593 -1.1959 0.5541
H -2.5874 -0.2897 0.8313
H -3.3946 0.6912 -1.6780
H -4.9272 0.2293 -0.9855
H -3.9518 1.3602 -0.1251
C 0.2951 -2.6950 -0.2413
C 1.1039 -3.8308 -0.4009
C 2.1727 -3.7825 -1.3026
C 2.4016 -2.5744 -1.9696
H -0.4315 -2.6640 0.5716
H 0.9437 -4.7145 0.2152
H 2.8152 -4.6504 -1.5021
H 3.2917 -2.4223 -2.5858
N 0.4123 -1.5919 -1.0097
C 1.5182 -1.4863 -1.8142
C 1.8323 -0.1297 -2.2608
N 1.0956 0.8625 -1.6692
C 1.5171 2.1380 -1.8256
C 3.1891 1.5126 -3.4214
C 2.5116 2.5099 -2.7208
H 1.0209 2.9029 -1.2356
H 2.7527 3.5588 -2.8432
C 2.9193 0.1799 -3.1036
H 3.4917 -0.6537 -3.5232
H 3.9095 1.7343 -4.2006
Fe -0.6455 0.2736 -0.5976
C -1.4967 2.0346 -1.1049
H -1.9373 1.9558 -2.1080
H -0.6670 2.7429 -1.1180
H -2.2617 2.3885 -0.4034
F -0.0778 1.4895 6.3071
C -0.0872 1.0240 5.0468
C 0.2642 1.8806 4.0012
F 0.5819 3.1628 4.2635
C 0.1900 1.4387 2.6968
F 0.5250 2.2503 1.6606
C -0.3216 0.1543 2.4105
O -0.5349 -0.2674 1.1986
C -0.6911 -0.6963 3.4809
F -1.2489 -1.8970 3.2003
C -0.5660 -0.2683 4.7843
F -0.9807 -1.0389 5.8116
*
```


Here is one molecule with the formula C19H16N8O2S in a non-equilibrium geometry from OMol25. Energies are from ωB97M-V/def2-TZVPD.

The HOMO-LUMO gap is 7.12 eV. As for the energy relative to the best compared isomer or geometry (same formula, charge and spin): 113.27 kcal/mol. The value obtained for the HOMO energy is -7.14 eV. The calculation puts the maximum force at 8.43 eV Å⁻¹.

```
! wB97M-V def2-TZVPD RIJCOSX def2/J DEFGRID3
* xyz 0 1
N -2.8724 0.9613 5.1604
N 4.4199 1.1733 9.5094
O -2.0186 -0.5562 -0.1209
N -0.4243 0.7521 4.6527
N 3.8607 2.0687 7.2937
N -1.7033 0.8031 4.8934
N 4.2080 1.5251 8.4468
O 2.6974 0.4056 4.2408
S -2.9100 2.2449 -4.3117
C -0.8460 -0.8229 -0.0535
C -4.0342 2.6554 -5.5726
C -4.0210 1.8289 -6.7069
C -3.1854 0.7607 -6.4736
C -2.6530 0.7314 -5.1869
C 2.2666 -0.2564 2.1535
C 1.4253 -0.4990 1.0614
C -1.3429 -1.5140 -5.2726
C -0.5769 -0.1190 2.4147
C -0.5366 -2.4726 -4.6848
C -1.4462 -0.2454 -3.1254
C 0.2258 0.2257 3.5257
C 1.6641 0.0831 3.3854
C 0.0468 -0.3865 1.1067
C -1.8065 -0.3669 -4.5342
C -0.1685 -2.2944 -3.3442
C -0.5760 -1.1831 -2.5565
N 0.8248 -3.1185 -2.9020
N -0.0793 -1.0462 -1.2479
C 3.7786 1.2524 6.0967
C 2.5048 1.0927 5.4293
H -4.5987 3.5867 -5.6046
H -4.6083 1.9637 -7.5815
H -2.8987 0.0732 -7.2558
H 3.4023 -0.2865 2.2733
H 1.9682 -0.6649 0.1334
H -1.5306 -1.7391 -6.3289
H -1.5558 -0.0382 2.5532
H -0.2273 -3.3178 -5.3635
H -1.7922 0.4267 -2.3549
H 1.0177 -3.1171 -1.8648
H 0.9018 -3.9257 -3.4668
H 0.8832 -1.2860 -1.1633
H 4.4077 1.7772 5.3927
H 4.1886 0.2568 6.2612
H 1.9191 2.0513 5.0801
H 1.8013 0.5561 6.0132
*
```